Entry 1:
Here is 2 unconnected molecules or ions with the total composition C9H14 at a distorted geometry from OMol25. Energies are from ωB97M-V/def2-TZVPD.

Results
- frontier orbital gap (spin up / spin down) (eV) = 3.021 / 7.068
- ΔE to the lowest compared entry with this formula, charge and spin (kcal per mole) = 7.6
- E (Eh) = -351.2673
- HOMO (spin up / spin down) (Ha) = 0.028 / -0.124
- E_LUMO (spin up / spin down) (eV) = 3.790 / 3.700

Structure (ORCA input):
```
! wB97M-V def2-TZVPD RIJCOSX def2/J DEFGRID3
* xyz -1 2
C 1.632 -0.651 1.235
C -1.916 0.162 2.360
C -2.703 -0.578 1.387
C -0.545 0.149 2.237
C 0.146 -0.471 1.189
C -2.016 -1.409 0.519
C -0.637 -1.396 0.394
H -2.411 0.680 3.170
H -3.760 -0.329 1.408
H 0.015 0.606 3.055
H -2.565 -2.096 -0.120
H 1.890 -1.702 1.480
H 2.077 0.041 1.941
H -0.164 -2.134 -0.249
H 2.126 -0.479 0.271
C 1.397 1.867 -2.261
C 0.814 0.543 -2.772
H 0.613 2.625 -2.280
H 1.651 1.767 -1.203
H 2.271 2.152 -2.821
H 0.247 0.714 -3.699
H 0.240 0.018 -2.017
H 1.600 -0.077 -3.223
*
```

***

Entry 2:
Here is a molecular structure, C29H51AlNO2SSi2 at a distorted geometry from OMol25. Energies are from ωB97M-V/def2-TZVPD.

Results
- frontier orbital gap (eV) = 8.059
- ΔE to the lowest compared entry with this formula, charge and spin (kcal per mole) = 3.4
- E (Eh) = -2560.3159
- HOMO (Ha) = -0.397
- E_LUMO (eV) = -2.756

Structure (ORCA input):
```
! wB97M-V def2-TZVPD RIJCOSX def2/J DEFGRID3
* xyz 1 1
O -1.006 -1.009 -2.091
O 1.275 -2.714 -2.003
C -2.167 -2.041 -2.123
C -3.381 -1.193 -2.360
H -2.128 -2.547 -1.155
H -1.889 -2.698 -2.956
H -3.407 -0.379 -1.625
H -4.284 -1.794 -2.237
H -3.359 -0.784 -3.378
C -0.517 -0.515 -3.509
C -0.517 -1.593 -4.558
H 0.473 -0.058 -3.378
H -1.298 0.237 -3.665
H 0.217 -2.391 -4.399
H -0.233 -1.145 -5.522
H -1.507 -2.025 -4.711
C 2.584 -2.156 -2.051
C 1.158 -4.085 -1.648
C 3.085 -2.051 -3.471
H 3.284 -2.725 -1.410
H 2.519 -1.137 -1.648
H 3.199 -3.045 -3.919
H 4.060 -1.548 -3.460
H 2.411 -1.462 -4.114
C 1.544 -5.018 -2.776
H 0.108 -4.242 -1.391
H 1.756 -4.322 -0.749
H 1.042 -4.770 -3.725
H 1.255 -6.036 -2.485
H 2.626 -4.987 -2.937
H -0.367 -1.228 -1.307
Al -0.214 0.864 0.907
C -0.395 -1.129 0.645
Si 0.088 -1.972 2.288
H -1.445 -1.345 0.499
H 0.244 -1.600 -0.126
C -0.729 -3.677 2.299
C -0.378 -1.179 3.933
C 1.952 -2.220 2.347
C -1.139 1.862 -0.545
Si -0.189 3.194 -1.517
H -2.058 2.344 -0.134
H -1.505 1.116 -1.288
C -0.949 3.248 -3.228
C 1.633 2.804 -1.667
C -0.354 4.864 -0.692
H 2.348 -2.436 1.347
H 2.192 -3.075 3.006
H 2.465 -1.332 2.744
H -1.816 -3.581 2.138
H -0.566 -4.180 3.263
H -0.309 -4.304 1.497
H -1.372 -0.709 3.930
H 0.353 -0.430 4.279
H -0.402 -1.979 4.695
H 1.858 2.363 -2.651
H 1.994 2.127 -0.881
H 2.191 3.749 -1.577
H 0.285 5.600 -1.203
H -0.052 4.811 0.364
H -1.393 5.218 -0.744
H -0.643 4.176 -3.728
H -2.045 3.235 -3.169
H -0.627 2.405 -3.851
S -0.253 3.310 4.713
C -1.963 3.024 4.333
C -3.057 3.458 5.067
C -4.331 3.101 4.614
C -4.498 2.307 3.472
C -3.388 1.845 2.747
C -2.106 2.198 3.197
N -0.876 1.860 2.599
C 0.165 2.423 3.252
C 1.495 2.185 2.756
C 2.643 2.648 3.444
C 3.901 2.290 2.977
C 4.009 1.469 1.852
C 2.859 1.012 1.177
C 1.586 1.357 1.608
H -2.864 4.020 5.979
H -5.187 3.438 5.187
H -5.504 2.035 3.153
H -3.484 1.239 1.837
H 2.508 3.235 4.350
H 4.797 2.624 3.500
H 4.992 1.168 1.472
H 2.995 0.382 0.298
*
```

***

Entry 3:
Here is a molecular structure, C46H45FNP2RuS from OMol25. Energies are from ωB97M-V/def2-TZVPD.

Results
- frontier orbital gap (spin up / spin down) (eV) = 5.323 / 6.784
- ΔE to the lowest compared entry with this formula, charge and spin (kcal per mole) = 21.9
- E (Eh) = -3110.2182
- HOMO (spin up / spin down) (Ha) = -0.181 / -0.266
- E_LUMO (spin up / spin down) (eV) = 0.386 / -0.447

Structure (ORCA input):
```
! wB97M-V def2-TZVPD RIJCOSX def2/J DEFGRID3
* xyz 0 6
Ru 0.994 -1.028 0.707
C 0.593 -2.511 2.648
C 1.944 -2.090 2.730
C 2.644 -2.676 1.637
C 1.738 -3.477 0.902
C 0.464 -3.353 1.502
C -0.788 -4.080 1.116
C 2.110 -4.330 -0.267
C 4.099 -2.521 1.328
C 2.585 -1.380 3.880
C -0.476 -2.282 3.672
H -0.915 -4.999 1.697
H -0.785 -4.366 0.062
H -1.679 -3.467 1.285
H 1.229 -4.754 -0.752
H 2.746 -5.164 0.048
H 2.659 -3.753 -1.014
H 4.668 -3.404 1.637
H 4.526 -1.658 1.842
H 4.258 -2.385 0.255
H 3.087 -2.098 4.537
H 1.853 -0.840 4.480
H 3.332 -0.658 3.554
H -0.484 -3.080 4.423
H -1.470 -2.264 3.221
H -0.331 -1.339 4.205
N -1.210 1.287 0.157
P -1.332 -0.432 0.118
C -2.916 -0.629 1.022
C -2.936 -0.350 2.390
C -4.103 -0.482 3.126
C -5.268 -0.918 2.507
C -5.253 -1.229 1.158
C -4.085 -1.089 0.417
C -1.848 -0.799 -1.582
C -2.646 0.057 -2.339
C -3.074 -0.317 -3.602
C -2.711 -1.557 -4.117
C -1.904 -2.407 -3.378
C -1.464 -2.023 -2.118
P 0.202 2.186 0.252
C 0.764 2.569 -1.421
C -0.217 3.093 -2.268
C 0.082 3.422 -3.579
C 1.372 3.234 -4.060
C 2.350 2.717 -3.228
C 2.051 2.383 -1.913
C -0.450 3.768 0.858
C -1.484 3.804 1.794
C -1.878 5.010 2.358
C -1.234 6.186 2.002
C -0.193 6.156 1.084
C 0.201 4.954 0.517
H -2.055 1.823 0.025
H -2.024 -0.054 2.890
H -4.099 -0.261 4.187
H -6.178 -1.031 3.082
H -6.154 -1.584 0.672
H -4.089 -1.341 -0.634
H -2.945 1.023 -1.944
H -3.691 0.356 -4.185
H -3.040 -1.849 -5.107
H -1.587 -3.356 -3.793
H -0.792 -2.662 -1.556
H -1.227 3.247 -1.905
H -0.692 3.820 -4.223
H 1.608 3.481 -5.088
H 3.352 2.548 -3.601
H 2.820 1.944 -1.305
H -1.991 2.890 2.086
H -2.686 5.026 3.078
H -1.542 7.127 2.442
H 0.315 7.071 0.808
H 1.017 4.940 -0.197
S 2.163 -0.999 -1.445
C 1.431 -1.244 -3.036
C 1.705 -2.415 -3.748
C 1.228 -2.592 -5.041
C 0.469 -1.603 -5.652
C 0.181 -0.441 -4.948
C 0.651 -0.264 -3.654
H 2.313 -3.182 -3.285
H 1.463 -3.506 -5.576
H 0.105 -1.737 -6.665
H -0.421 0.339 -5.405
H 0.412 0.642 -3.113
F 3.558 2.439 4.725
C 2.818 2.094 3.646
C 3.464 1.917 2.410
C 2.746 1.576 1.306
C 1.292 1.372 1.359
C 0.717 1.446 2.716
C 1.463 1.818 3.802
H 4.541 2.028 2.358
H 3.280 1.388 0.386
H -0.332 1.248 2.850
H 1.016 1.879 4.788
*
```

***

Entry 4:
Here is a molecular structure, C30H47IrN5S at a distorted geometry from OMol25. Energies are from ωB97M-V/def2-TZVPD.

Results
- frontier orbital gap (spin up / spin down) (eV) = 1.596 / 6.592
- E (Eh) = -1947.3538
- HOMO (spin up / spin down) (Ha) = 0.092 / -0.124
- E_LUMO (spin up / spin down) (eV) = 4.108 / 3.221

Structure (ORCA input):
```
! wB97M-V def2-TZVPD RIJCOSX def2/J DEFGRID3
* xyz -2 6
Ir -0.065 0.254 -1.144
C -0.726 1.438 -4.958
C -0.163 0.538 -3.007
N -0.458 1.696 -3.642
H -0.675 -0.477 -6.050
N -0.162 -0.435 -3.955
H -1.043 2.194 -5.661
C -1.832 -0.149 -0.233
C -1.868 -0.518 1.126
C -3.042 -1.019 1.673
C -4.185 -1.126 0.881
C -4.168 -0.700 -0.454
C -2.997 -0.188 -1.020
H -0.994 -0.423 1.762
H -3.053 -1.323 2.723
H -5.063 -0.773 -1.065
H -2.975 0.158 -2.054
C -5.405 -1.706 1.497
H -6.266 -1.577 0.845
H -5.597 -1.214 2.453
H -5.271 -2.772 1.708
C -0.577 2.981 -2.919
C -0.750 4.094 -3.927
C -1.770 2.939 -1.980
H -1.681 3.985 -4.498
H -0.795 5.037 -3.367
H 0.108 4.147 -4.614
H 0.667 4.249 -1.716
H 1.591 3.090 -2.746
H -1.646 2.202 -1.163
C 0.695 3.225 -2.117
H -2.682 2.684 -2.537
H -1.885 3.921 -1.507
H 0.784 2.552 -1.237
C -0.549 0.107 -5.156
C -1.043 -2.411 -2.822
H -1.990 -2.272 -3.361
H -0.859 -3.476 -2.636
C 0.110 -1.848 -3.635
H 1.653 -3.018 -2.720
C 0.268 -2.610 -4.931
H 1.091 -2.196 -5.531
H -1.133 -1.925 -1.834
H 1.301 -1.563 -1.793
H -0.662 -2.606 -5.515
H 0.520 -3.648 -4.681
C 1.398 -1.953 -2.832
H 2.220 -1.416 -3.331
C 2.736 0.415 4.648
N 1.502 0.696 4.067
H 3.847 -1.512 4.610
N 1.855 -1.390 3.737
H 3.385 1.187 5.038
C 1.083 2.048 3.592
C 0.660 2.926 4.754
C 2.283 2.659 2.860
H 1.471 3.093 5.466
H 0.330 3.898 4.358
H -0.192 2.483 5.280
H -0.494 2.786 2.291
H -0.931 1.346 3.244
H 2.567 2.046 1.989
C -0.121 1.835 2.693
H 3.148 2.765 3.534
H 2.012 3.650 2.484
H 0.156 1.235 1.818
C 2.961 -0.912 4.440
C 3.152 -2.491 2.009
H 4.046 -2.510 2.649
H 3.199 -3.347 1.328
C 1.877 -2.591 2.850
H 0.517 -3.405 1.370
C 1.890 -3.860 3.679
H 1.000 -3.910 4.315
H 3.162 -1.579 1.390
H 0.593 -1.652 1.385
H 2.784 -3.934 4.304
H 1.862 -4.722 2.999
C 0.597 -2.538 2.037
H -0.274 -2.525 2.703
C 0.900 -0.449 3.715
S 1.850 0.385 -0.073
C 2.759 0.743 -1.479
N 3.452 0.987 -2.403
*
```

***

Entry 5:
Here is a molecular structure, C48H115O37P4S2V at a distorted geometry from OMol25. Energies are from ωB97M-V/def2-TZVPD.

Results
- frontier orbital gap (spin up / spin down) (eV) = 8.313 / 8.962
- E (Eh) = -7787.9850
- HOMO (spin up / spin down) (Ha) = -0.294 / -0.318
- E_LUMO (spin up / spin down) (eV) = 0.312 / 0.311

Structure (ORCA input):
```
! wB97M-V def2-TZVPD RIJCOSX def2/J DEFGRID3
* xyz 0 3
V 0.464 0.356 -3.598
C 1.997 -0.306 0.290
C 1.290 -0.870 -0.993
O 1.129 0.228 -1.836
H 2.757 -0.927 0.753
H 1.251 -0.107 1.099
H 2.432 0.680 -0.053
H 0.367 -1.411 -0.887
H 2.120 -1.523 -1.489
C 1.794 0.764 -7.634
C 2.175 0.839 -6.181
O 1.164 0.265 -5.357
H 0.789 1.285 -7.796
H 1.839 -0.247 -8.002
H 2.549 1.276 -8.242
H 2.345 1.875 -5.913
H 3.094 0.278 -6.011
C -3.378 -1.189 -4.411
C -2.323 -1.062 -3.310
O -1.487 0.007 -3.662
H -3.972 -2.121 -4.405
H -2.797 -1.162 -5.297
H -4.069 -0.354 -4.332
H -1.760 -2.014 -3.350
H -2.584 -0.832 -2.256
C -2.290 4.385 3.788
C -3.579 3.739 3.308
O -3.706 2.333 3.689
P -4.368 1.863 5.029
O -5.737 2.502 5.202
O -4.495 0.255 4.786
C -5.584 -0.474 5.374
C -6.826 -0.275 4.542
O -3.274 2.117 6.160
C -3.564 2.018 7.578
C -3.937 3.339 8.180
H -2.200 5.377 3.337
H -2.091 4.521 4.836
H -1.399 3.925 3.420
H -4.405 4.328 3.765
H -3.630 3.751 2.248
H -5.088 -1.488 5.248
H -5.746 -0.238 6.404
H -7.006 0.792 4.549
H -6.673 -0.500 3.486
H -7.736 -0.769 4.915
H -4.414 1.336 7.736
H -2.722 1.527 8.071
H -3.257 4.180 8.031
H -4.850 3.702 7.679
H -4.206 3.246 9.211
C -7.787 1.386 1.437
C -6.285 1.763 1.398
O -6.001 1.928 -0.018
P -4.728 2.669 -0.706
O -4.331 3.923 -0.003
O -3.527 1.557 -0.829
C -2.174 1.919 -1.150
C -1.295 1.483 -0.018
O -5.136 2.723 -2.240
C -5.835 3.870 -2.782
C -7.242 4.047 -2.212
H -8.087 1.329 2.505
H -8.407 2.089 0.901
H -7.938 0.394 0.999
H -6.169 2.764 1.829
H -5.591 1.041 1.891
H -1.889 1.356 -2.037
H -2.126 2.978 -1.385
H -0.308 1.219 -0.329
H -1.277 2.185 0.802
H -1.725 0.558 0.330
H -5.217 4.781 -2.648
H -5.941 3.671 -3.836
H -7.158 4.390 -1.204
H -7.952 4.738 -2.755
H -7.742 3.039 -2.156
C 1.301 -6.655 -4.391
C 2.530 -5.985 -3.788
O 2.153 -5.830 -2.352
P 3.405 -5.577 -1.370
O 4.380 -4.587 -1.876
O 2.684 -5.122 -0.025
C 2.913 -3.805 0.537
C 3.690 -3.825 1.866
O 3.924 -7.042 -1.058
C 4.590 -7.406 0.136
C 5.963 -7.831 -0.160
H 1.444 -6.816 -5.468
H 0.964 -7.546 -3.917
H 0.451 -6.004 -4.227
H 3.486 -6.466 -3.941
H 2.641 -4.996 -4.235
H 3.397 -3.168 -0.226
H 1.934 -3.377 0.566
H 3.147 -4.310 2.701
H 4.613 -4.347 1.671
H 3.881 -2.819 2.223
H 4.589 -6.608 0.884
H 4.040 -8.283 0.455
H 6.642 -7.017 -0.401
H 6.329 -8.299 0.756
H 6.056 -8.591 -0.914
C -0.729 -4.725 -2.491
C -0.886 -3.831 -1.301
O -1.647 -4.574 -0.275
P -1.539 -3.892 1.193
O -0.181 -3.621 1.725
O -2.461 -2.586 0.911
C -2.319 -1.400 1.797
C -3.732 -0.750 1.857
O -2.409 -4.748 2.217
C -3.755 -5.066 1.898
C -4.425 -5.628 3.103
H -0.205 -4.059 -3.243
H -0.135 -5.626 -2.202
H -1.718 -4.949 -2.968
H 0.127 -3.600 -0.862
H -1.448 -2.947 -1.481
H -1.952 -1.756 2.772
H -1.477 -0.778 1.416
H -3.778 -0.044 2.677
H -3.882 -0.153 0.986
H -4.582 -1.429 1.967
H -4.216 -4.125 1.502
H -3.773 -5.846 1.121
H -5.379 -5.907 2.730
H -3.826 -6.529 3.376
H -4.459 -4.946 3.912
O 0.841 4.758 2.555
S 2.053 5.071 1.850
O 2.230 6.347 1.256
O 3.245 4.886 2.771
C 3.331 3.655 3.575
C 4.102 3.935 4.889
C 2.289 3.815 0.633
H 3.877 2.960 2.956
H 2.331 3.440 3.838
H 5.075 4.323 4.557
H 4.170 3.034 5.486
H 3.645 4.621 5.570
H 2.295 2.827 1.047
H 3.292 3.938 0.194
H 1.504 3.867 -0.136
O 2.962 1.106 -3.473
S 3.803 2.123 -2.976
O 3.678 2.490 -1.596
O 5.294 1.677 -3.271
C 6.165 1.125 -2.220
C 6.082 -0.455 -2.106
C 3.875 3.495 -3.976
H 6.087 1.685 -1.254
H 7.165 1.388 -2.578
H 5.062 -0.738 -1.807
H 6.749 -0.833 -1.321
H 6.251 -1.042 -2.999
H 4.679 4.133 -3.632
H 2.947 4.039 -3.942
H 4.103 3.178 -4.968
C -0.377 5.544 -1.989
O 0.245 4.325 -2.170
C -0.074 3.487 -3.147
O 0.543 2.425 -3.195
O -1.047 3.936 -3.904
C -1.887 3.003 -4.532
H 0.022 6.374 -2.591
H -0.226 5.910 -0.991
H -1.482 5.444 -2.187
H -2.469 2.461 -3.796
H -1.391 2.267 -5.174
H -2.592 3.517 -5.142
C 3.805 -1.940 -4.246
O 3.007 -2.193 -5.395
C 1.684 -2.128 -5.120
O 1.210 -2.027 -4.001
O 1.044 -2.362 -6.228
C -0.341 -2.189 -6.392
H 3.343 -1.244 -3.502
H 4.663 -1.356 -4.564
H 4.109 -2.819 -3.639
H -0.768 -3.158 -6.793
H -0.507 -1.390 -7.109
H -0.946 -2.009 -5.527
C 5.704 0.508 2.540
O 6.270 1.781 2.870
C 6.159 2.645 1.873
O 5.667 2.406 0.809
O 6.693 3.781 2.229
C 6.294 4.824 1.285
H 5.774 -0.108 3.440
H 6.346 -0.018 1.875
H 4.633 0.616 2.273
H 6.805 5.736 1.635
H 5.187 4.964 1.235
H 6.639 4.562 0.278
C -0.264 1.014 4.137
O 0.290 -0.303 4.123
C 1.607 -0.262 4.261
O 2.293 0.754 4.381
O 2.238 -1.416 4.161
C 1.445 -2.614 4.256
H -1.298 0.812 4.351
H -0.048 1.519 3.211
H 0.099 1.604 4.986
H 2.115 -3.397 4.577
H 1.023 -2.874 3.321
H 0.686 -2.452 5.040
*
```

***

Question: Which value of E does entry 4 give?
Answer: -1947.3538 Eh